Density functional theory data (the ωB97M-V functional and the def2-TZVPD basis) for 5 unconnected molecules or ions with the total composition C45H85N2O11 at a distorted geometry.

Properties
E_tot, hartree: -2701.52057
F_max, eV/Å: 8.75
Net charge: +1
Kohn-Sham gap, eV: 6.5
Lowest unoccupied orbital energy, eV: -3.950
HOMO level, eV: -10.417

The geometry in XYZ format:
```
143
C45H85N2O11 | the Open Molecules 2025 dataset | the ωB97M-V functional and the def2-TZVPD basis
C -3.390 -4.039 1.899
C -1.763 -4.240 1.910
C -1.067 -4.103 0.396
C -0.359 -2.611 0.192
C -1.242 -1.410 -0.569
C -2.765 -1.658 -1.118
C -3.880 -0.571 -0.608
C -4.165 -0.596 1.020
O -3.008 -0.222 1.846
C -3.486 0.033 3.219
C -2.900 -0.970 4.412
O -4.326 1.001 3.598
C -0.364 -0.026 -0.710
C -1.017 1.311 -1.442
C -1.697 2.381 -0.404
C -0.640 3.300 0.446
C -1.466 4.287 1.510
C -0.661 4.495 2.931
C -1.703 4.643 4.231
O -1.010 5.125 5.446
C -0.312 4.022 6.139
C 1.165 0.075 -0.162
C 2.124 1.436 -0.323
C 2.824 1.905 1.087
C 3.719 0.967 2.091
C 4.432 1.456 3.496
C 4.276 3.043 3.916
C 3.385 4.017 2.935
C 2.650 3.498 1.526
N 1.759 -1.097 0.522
N 1.019 -2.223 0.630
C 1.758 -3.365 1.371
C 2.464 -4.398 0.278
C 4.009 -4.702 0.843
H -3.986 -4.928 2.399
H -3.860 -3.831 0.848
H -3.608 -3.072 2.565
H -1.195 -3.515 2.652
H -1.561 -5.358 2.277
H -1.838 -4.363 -0.473
H -0.270 -4.991 0.360
H -3.203 -2.724 -0.920
H -2.711 -1.546 -2.306
H -3.682 0.526 -1.031
H -4.913 -0.898 -1.111
H -4.654 -1.626 1.285
H -5.015 0.222 1.205
H -2.150 -0.299 5.049
H -2.276 -1.865 3.974
H -3.740 -1.305 5.163
H -0.254 1.904 -2.110
H -1.877 0.950 -2.188
H -2.356 3.142 -1.047
H -2.417 1.812 0.322
H -0.006 3.981 -0.298
H 0.028 2.608 1.112
H -1.662 5.351 1.061
H -2.509 3.796 1.748
H 0.015 3.568 3.178
H 0.076 5.432 2.871
H -2.224 3.591 4.404
H -2.545 5.413 3.886
H -0.834 2.973 6.010
H -0.248 4.229 7.308
H 0.820 3.958 5.778
H 1.576 2.287 -0.911
H 3.018 1.079 -1.029
H 3.878 -0.182 1.808
H 5.033 0.679 4.170
H 4.814 3.382 4.909
H 3.285 5.156 3.245
H 2.043 4.267 0.867
H 1.081 -3.904 2.160
H 2.671 -2.909 1.990
H 2.626 -3.772 -0.715
H 1.858 -5.382 0.099
H 4.007 -5.315 1.850
H 4.521 -3.657 1.113
H 4.704 -5.177 0.012
C 7.435 -7.993 4.735
O 8.541 -8.119 3.847
C 8.135 -8.507 2.531
C 8.131 -7.309 1.575
O 7.111 -6.370 1.926
C 7.634 -5.238 2.612
H 7.782 -7.495 5.645
H 6.628 -7.399 4.300
H 7.062 -8.987 5.002
H 7.155 -8.998 2.551
H 8.869 -9.238 2.175
H 7.901 -7.667 0.566
H 9.115 -6.826 1.544
H 8.167 -4.592 1.905
H 8.302 -5.528 3.426
H 6.795 -4.676 3.033
C -4.042 9.210 4.176
O -2.777 9.857 4.263
C -1.690 8.945 4.082
C -1.100 9.055 2.672
O -2.029 8.596 1.685
C -2.669 9.671 1.007
H -4.816 9.980 4.107
H -4.111 8.567 3.295
H -4.216 8.619 5.081
H -2.000 7.916 4.300
H -0.917 9.222 4.808
H -0.221 8.406 2.608
H -0.777 10.081 2.459
H -1.964 10.141 0.312
H -3.057 10.418 1.703
H -3.505 9.262 0.431
C -1.512 1.760 -8.557
O -0.524 2.241 -7.652
C -1.081 3.097 -6.650
C -1.241 2.360 -5.316
O -2.237 1.337 -5.406
C -1.666 0.039 -5.531
H -1.068 0.957 -9.153
H -2.386 1.363 -8.034
H -1.818 2.567 -9.231
H -2.035 3.522 -6.982
H -0.376 3.924 -6.510
H -1.586 3.074 -4.560
H -0.284 1.947 -4.976
H -1.246 -0.274 -4.569
H -0.892 0.008 -6.302
H -2.462 -0.659 -5.808
C -2.077 -6.336 -6.755
O -2.583 -5.696 -7.922
C -3.647 -4.789 -7.622
C -3.159 -3.336 -7.632
O -2.255 -3.086 -6.552
C -0.898 -3.065 -6.979
H -1.143 -6.841 -7.018
H -1.872 -5.621 -5.954
H -2.793 -7.087 -6.407
H -4.119 -5.040 -6.665
H -4.400 -4.911 -8.409
H -4.021 -2.677 -7.486
H -2.700 -3.082 -8.595
H -0.700 -2.140 -7.531
H -0.654 -3.928 -7.603
H -0.259 -3.085 -6.091
```